Entry from the OMol25 dataset: a structure of composition C19H22BaN4O (wB97M-V/def2-TZVPD).

## Properties
LUMO energy	-5.52	eV
calculated total energy	-28751.2151	eV
charge	+2
HOMO-LUMO gap	9.436	eV
spin multiplicity	1

Cartesian coordinates (Å):
Ba  0.212  0.365  -1.687
C  0.128  -0.636  1.456
C  -1.334  -1.027  1.130
C  -1.453  -2.216  0.207
C  -1.982  -3.418  0.628
C  -2.072  -4.481  -0.266
C  -1.626  -4.301  -1.567
C  -1.112  -3.060  -1.907
N  -1.021  -2.033  -1.060
N  0.340  0.787  1.201
C  -0.570  1.700  1.856
C  -1.393  2.539  0.908
C  -2.168  3.584  1.393
C  -2.960  4.303  0.519
C  -2.958  3.966  -0.828
C  -2.150  2.925  -1.227
N  -1.374  2.217  -0.387
C  1.698  1.325  1.092
C  2.757  0.332  0.686
C  3.715  -0.091  1.582
C  4.674  -1.005  1.164
C  4.636  -1.471  -0.140
C  3.632  -0.999  -0.973
N  2.710  -0.117  -0.581
H  0.809  -1.182  0.787
H  0.409  -0.910  2.481
H  -1.832  -0.185  0.639
H  -1.889  -1.210  2.049
H  -2.324  -3.527  1.648
H  -2.485  -5.430  0.046
H  -1.679  -5.097  -2.295
H  -0.755  -2.877  -2.917
H  -0.033  2.386  2.523
H  -1.262  1.153  2.502
H  -2.149  3.824  2.448
H  -3.573  5.118  0.880
H  -3.564  4.500  -1.546
H  -2.115  2.641  -2.275
H  2.002  1.808  2.027
H  1.669  2.118  0.327
H  3.723  0.293  2.593
H  5.442  -1.349  1.844
H  5.364  -2.180  -0.505
H  3.568  -1.335  -2.003
O  0.126  0.696  -4.427
H  -0.595  0.497  -5.033
H  0.817  1.064  -4.993